No. 1
Entry from the OMol25 dataset: C3H9NO as an isolated structure in a non-equilibrium geometry (ωB97M-V/def2-TZVPD).

DFT total energy, hartree: -249.45127
ΔE to the lowest compared entry with this formula, charge and spin, eV: 7.141
E_HOMO, eV: -8.28

```
! RIJCOSX wB97M-V def2-TZVPD def2/J DEFGRID3
* xyz 0 1
H 0.380 2.376 0.041
O 1.061 -0.316 0.751
H 0.381 -0.107 1.753
H 1.847 -1.801 -0.305
H -0.818 -1.464 -0.728
C -0.520 0.470 0.157
H -2.088 -0.984 0.390
N 2.184 -0.970 0.181
H -0.539 0.398 1.548
C -0.292 1.656 -0.403
H -1.989 -0.236 -1.214
C -1.403 -0.612 -0.374
H 2.619 -0.350 -0.496
H -0.824 1.940 -1.303
*
```

Here are the Mulliken charges for atoms 1 to 2, given in e:
1. H 0.2767
2. O -0.3935

No. 2
Entry from the OMol25 dataset: a 2-piece molecular cluster, C16H36BNO3P overall (ωB97M-V/def2-TZVPD).

DFT total energy, hartree: -1277.94622
ΔE to the lowest compared entry with this formula, charge and spin, eV: 0.000
E_HOMO, eV: -3.82

```
! RIJCOSX wB97M-V def2-TZVPD def2/J DEFGRID3
* xyz -1 1
H -1.348 -1.550 -0.418
H 1.219 -0.759 -0.511
H -4.819 0.535 1.179
C -0.501 -1.718 1.563
C -1.565 -1.194 0.595
H -3.810 -1.309 -1.007
H 3.513 -0.883 1.483
H -6.886 2.737 1.116
H -7.027 -0.335 0.139
C 7.944 -2.528 -2.187
H 3.730 -0.783 -0.255
H 4.101 1.396 0.488
H -4.969 0.516 -1.854
H -1.514 -0.102 0.555
H 2.805 1.357 1.672
C 3.071 -0.484 0.562
C 0.775 -0.880 1.598
B -6.861 0.610 -0.623
H -0.235 -2.745 1.280
H 1.137 1.447 -0.224
H 1.530 3.640 -1.081
H 1.816 -2.204 0.276
H 8.637 -1.906 -1.618
C 7.009 -3.320 -1.287
H -7.813 3.162 -0.705
H -2.997 -2.739 0.944
H -7.489 0.414 -1.657
H 0.496 0.180 1.634
P -7.794 2.083 0.227
N -9.230 1.896 0.912
H 3.256 3.554 -0.796
H -3.393 0.944 0.235
O 7.038 -1.677 -2.891
C 3.075 1.049 0.659
H 2.341 5.001 0.912
H 7.425 -3.557 -0.312
H -9.477 0.913 0.827
C 2.072 3.944 0.964
C -4.070 -1.097 0.039
H 6.644 -4.230 -1.766
H -5.105 2.023 -0.983
C 2.181 1.737 -0.368
H 8.492 -3.134 -2.902
H 1.025 3.889 1.270
H 2.464 1.370 -1.361
C 1.694 -1.122 0.405
H 1.333 -1.084 2.519
C 5.902 -1.547 -2.160
H -3.197 -1.345 1.991
H -0.929 -1.779 2.569
H -5.000 -1.634 0.234
H 2.674 3.493 1.753
C 2.284 3.262 -0.385
C -5.275 0.940 -0.888
O 5.026 -0.783 -2.394
C -4.342 0.395 0.200
O 5.914 -2.418 -1.122
C -2.978 -1.642 0.957
*
```

Here are the Mulliken charges for atoms 1 to 2, given in e:
1. H 0.1911
2. H 0.1835

No. 3
Entry from the OMol25 dataset: a 2-piece molecular cluster, C37H30BF9N2 overall in a non-equilibrium geometry (ωB97M-V/def2-TZVPD).

DFT total energy, hartree: -2461.03721
ΔE to the lowest compared entry with this formula, charge and spin, eV: 0.000
E_HOMO, eV: -6.76

```
! RIJCOSX wB97M-V def2-TZVPD def2/J DEFGRID3
* xyz 0 1
H 6.869 -4.419 -2.636
H 2.174 -2.280 -2.594
C -2.246 4.140 2.313
C 5.416 -0.514 -1.344
C 0.951 3.480 0.276
C 3.099 -1.806 -2.247
C -4.289 -2.624 -1.388
C 4.339 -2.349 -2.553
C -3.092 -2.930 -2.070
N -5.388 -3.422 -1.555
F 1.034 2.685 3.816
C -3.206 5.141 2.230
H -6.446 -4.759 -2.726
C 0.136 -0.761 3.952
H 3.027 4.266 3.460
H -1.024 -2.372 -2.450
H -0.870 0.703 -1.633
C 2.994 -0.610 -1.506
C 1.711 -0.060 -1.147
C -1.992 -1.057 -1.080
F -3.282 1.430 3.132
H 7.634 -1.310 -0.681
H -4.498 4.192 -0.822
F -4.994 6.058 0.992
C -1.962 -2.165 -1.925
H -5.188 -1.206 0.015
C -0.983 -0.784 4.801
H -3.272 5.878 3.023
C 5.517 -1.746 -2.062
H -4.915 -4.189 -3.450
C -2.033 3.149 1.344
H -6.721 -4.311 -0.214
C -2.109 0.782 3.430
F 0.194 3.255 -0.853
H 4.378 -3.266 -3.137
C 6.933 -3.450 -3.147
N 6.729 -2.353 -2.230
H 0.583 -1.856 -1.289
H 2.357 4.723 -0.838
H -6.498 -2.550 0.009
C 1.375 3.203 2.592
H 7.940 -3.369 -3.566
F -0.987 -1.646 5.884
F 3.908 5.377 1.219
F 1.227 0.190 2.119
C -2.139 -0.055 4.530
H 6.202 -3.421 -3.961
C -0.779 -0.183 -0.973
C -0.955 1.046 2.661
B -0.826 2.269 1.722
H -2.995 -3.798 -2.713
H 8.240 -2.979 -0.940
H -4.892 -5.399 -2.130
C -6.566 -3.350 -0.728
C 0.547 2.927 1.498
C -4.014 5.103 1.090
C 0.102 0.138 2.903
H -7.436 -3.184 -1.372
H -3.176 0.137 0.303
C -5.402 -4.497 -2.520
C 2.480 4.042 2.554
C -3.866 4.168 0.062
C -3.154 -0.734 -0.367
C 0.563 -0.779 -1.134
F -2.685 2.357 -0.864
H 1.693 0.980 -0.827
H 6.319 -0.015 -1.009
H 8.691 -1.690 -2.075
F -1.441 4.122 3.424
H -0.890 0.225 0.001
C 7.888 -2.060 -1.430
H -3.034 -0.105 5.173
C -2.860 3.218 0.214
C 4.185 0.044 -1.084
C 2.070 4.299 0.139
H 4.100 0.984 -0.542
C 2.791 4.584 1.295
C -4.295 -1.484 -0.532
H 1.008 -1.398 4.170
*
```

Here are the Mulliken charges for atoms 1 to 2, given in e:
1. H 0.3460
2. H 0.4293

No. 4
Entry from the OMol25 dataset: a 2-piece molecular cluster, C5H13NO overall in a non-equilibrium geometry (ωB97M-V/def2-TZVPD).

DFT total energy, hartree: -328.21570
ΔE to the lowest compared entry with this formula, charge and spin, eV: 1.556
E_HOMO (spin up / spin down), eV: 1.18 / -5.61

```
! RIJCOSX wB97M-V def2-TZVPD def2/J DEFGRID3
* xyz -1 2
H -1.667 -1.327 0.646
H 1.935 -0.757 -1.333
C 1.219 -1.478 -1.004
N -1.744 1.068 1.294
H -2.477 1.428 0.701
H -1.663 1.483 2.212
C 0.016 -1.054 -0.633
H 1.903 1.551 0.431
H 0.294 0.535 1.233
H -1.282 0.371 -1.273
H -1.921 -2.093 -0.848
C -0.330 0.443 -0.748
H -0.022 2.100 0.648
H 0.347 1.018 -1.384
H 3.243 1.232 -0.394
H -0.726 -2.790 0.316
O 2.865 1.552 0.435
C -0.445 1.084 0.643
H 1.578 -2.486 -0.815
C -1.126 -1.878 -0.126
*
```

Here are the Mulliken charges for atoms 1 to 2, given in e:
1. H 0.3265
2. H 0.8568

No. 5
Entry from the OMol25 dataset: an isolated ion of composition O5PS and charge -1 in a non-equilibrium geometry (ωB97M-V/def2-TZVPD).

DFT total energy, hartree: -1115.92238
ΔE to the lowest compared entry with this formula, charge and spin, eV: 0.172
E_HOMO, eV: -5.94

```
! RIJCOSX wB97M-V def2-TZVPD def2/J DEFGRID3
* xyz -1 1
O -0.848 0.120 -1.813
O 1.386 1.396 -2.079
S -0.732 -0.711 1.177
O -0.022 -1.947 1.464
O 0.724 0.378 0.181
P 0.418 0.639 -1.281
O -0.927 0.124 2.351
*
```

Here are the Mulliken charges for atoms 1 to 2, given in e:
1. O -0.5885
2. O -0.5941

No. 6
Entry from the OMol25 dataset: an isolated ion of composition C4H3N2O3 and charge -1 in a non-equilibrium geometry (ωB97M-V/def2-TZVPD).

DFT total energy, hartree: -489.55065
ΔE to the lowest compared entry with this formula, charge and spin, eV: 0.249
E_HOMO, eV: -5.12

```
! RIJCOSX wB97M-V def2-TZVPD def2/J DEFGRID3
* xyz -1 1
C -0.666 0.986 0.058
C -2.002 0.274 0.016
N 0.268 0.008 -0.123
N -1.788 -1.045 -0.143
H 2.123 0.925 0.716
O -0.452 2.183 0.246
H 2.090 -0.951 0.290
O -3.180 0.818 0.133
O 0.106 -2.323 -0.173
C 1.678 0.044 0.053
C -0.507 -1.257 -0.251
H 2.330 0.338 -0.821
*
```

Here are the Mulliken charges for atoms 1 to 2, given in e:
1. C 0.5397
2. C 0.4570

No. 7
Entry from the OMol25 dataset: a 2-piece molecular cluster, C3H7O3S overall in a non-equilibrium geometry (ωB97M-V/def2-TZVPD).

DFT total energy, hartree: -742.41945
ΔE to the lowest compared entry with this formula, charge and spin, eV: 1.788
E_HOMO, eV: -4.08

```
! RIJCOSX wB97M-V def2-TZVPD def2/J DEFGRID3
* xyz -1 1
C -0.990 0.311 1.200
S -1.403 -3.683 -0.010
H 0.509 -1.844 -0.067
C -0.942 -1.263 1.374
H 2.987 5.265 -3.055
H -1.839 -1.458 1.803
H -0.764 -1.310 -0.895
O -0.979 0.637 0.014
C -0.543 -1.925 0.059
H 3.658 4.186 -2.538
H -0.191 -1.697 2.163
H -2.726 -3.387 0.381
O 3.865 5.179 -2.629
O -0.643 0.988 2.200
*
```

Here are the Mulliken charges for atoms 1 to 2, given in e:
1. C 0.4617
2. S -0.3516

No. 8
Entry from the OMol25 dataset: a 2-piece molecular cluster, CH4NO overall in a non-equilibrium geometry (ωB97M-V/def2-TZVPD).

DFT total energy, hartree: -170.39447
ΔE to the lowest compared entry with this formula, charge and spin, eV: 2.328
E_HOMO (spin up / spin down), eV: -0.35 / -0.37

```
! RIJCOSX wB97M-V def2-TZVPD def2/J DEFGRID3
* xyz -1 1
H 1.420 0.992 0.068
H 1.375 -0.555 -0.799
C 1.020 -0.017 0.077
N -2.151 0.455 0.101
H -0.082 0.044 0.063
H 1.350 -0.523 0.977
O -2.932 -0.395 -0.487
*
```

Here are the Mulliken charges for atoms 1 to 2, given in e:
1. H 0.1907
2. H 0.1968